The following is a DFT calculation (wB97M-V/def2-TZVPD) of a structure of composition C31H41GaN5S at a distorted geometry.

XYZ file:
```
79
C31H41GaN5S (wB97M-V/def2-TZVPD)
C -2.88 0.35 -3.50
C 0.46 1.51 -5.92
C -0.92 -1.92 -2.50
H -4.96 2.57 3.14
H -4.41 -1.04 4.31
C -4.60 1.61 3.52
C -3.33 -1.18 4.16
H -3.80 0.66 -4.04
H -0.89 3.58 1.28
H 0.77 0.18 3.47
C 0.27 -3.46 -3.53
H 0.95 -4.32 -3.56
H 1.90 -1.39 -5.51
C -0.56 -3.83 4.14
H 3.91 0.10 -0.60
H 1.29 1.81 -6.56
C 2.00 0.80 1.18
H 3.24 0.67 2.93
C 0.94 1.83 -0.59
H -2.71 -4.99 1.71
H 2.45 -0.83 2.40
C -0.86 3.54 -6.68
H -0.33 -3.94 5.21
H -2.90 0.90 -2.55
H -1.40 4.30 -6.10
H -0.83 0.85 3.07
H 1.43 3.34 -1.96
H -0.28 2.85 -2.03
C -1.50 -4.68 3.51
C 0.74 1.27 1.64
C -1.13 -3.50 1.48
C -1.16 2.67 0.72
N 0.06 -2.84 3.55
H 3.15 0.83 -2.04
H 3.85 -0.19 1.49
C 0.25 1.03 3.01
H -5.56 0.81 1.80
H -3.54 1.71 3.79
C 2.14 1.16 -0.19
C -1.66 0.69 -4.30
C 3.37 0.98 -0.97
C 0.18 -2.46 -4.43
H 2.36 -0.35 -4.13
H 0.09 3.98 -7.01
N -2.96 -0.67 2.84
C -1.87 -4.44 2.18
H -2.77 -0.63 4.93
C 0.75 2.48 -1.90
H 0.43 -2.44 -5.48
C 0.07 1.89 0.55
C 1.92 -0.36 -5.14
C -0.36 -2.56 2.28
H 2.59 0.18 -5.80
H -1.01 -3.46 0.38
H -2.62 2.51 -5.03
C -0.41 -1.21 1.99
H -5.17 1.36 4.42
C 0.60 0.33 -5.15
H -2.14 -1.09 2.36
H -1.88 -5.52 4.08
C -0.49 -0.12 -4.34
H 0.98 1.82 -2.75
H -3.07 -2.24 4.25
C -3.84 -0.16 1.98
C -1.73 1.89 -5.04
Ga -1.38 -0.93 -0.77
N -4.83 0.60 2.49
C 2.95 0.08 2.05
H -2.95 -0.72 -3.29
H -1.93 2.13 1.31
N -0.68 -3.26 -2.56
N -0.39 -1.40 -3.74
H -1.61 2.96 -0.24
H -1.47 3.34 -7.57
H 0.49 1.92 3.62
C -0.69 2.30 -5.86
S -3.72 -0.46 0.27
H 0.21 -0.84 1.08
H 4.04 1.84 -0.87
```

Summary:
E, eV: -103467.2865
Orbital gap (spin up / spin down), eV: 4.5 / 5.6
Net charge: -1
Spin multiplicity: 1
ΔE to the lowest compared entry with this formula, charge and spin, eV: 2.487